H26NeO13 | ωB97M-V/def2-TZVPD

Structure (XYZ):
```
40
Properties=species:S:1:pos:R:3:forces:R:3
Ne 0.691 -0.072 -0.193 0.0 0.0 0.0
O -2.303 0.665 -1.379 -0.4 0.5 -0.1
H -3.121 0.825 -1.849 -0.3 0.1 -0.3
H -2.102 -0.255 -1.553 0.3 -1.0 -0.1
O 1.086 2.894 0.492 -0.3 0.4 -0.6
H 1.922 2.590 0.140 0.4 -0.3 -0.3
H 1.058 2.542 1.382 -0.1 -0.1 0.4
O 0.594 1.815 -3.458 0.6 -0.4 -0.4
H -0.171 1.554 -3.970 -0.1 0.0 -0.1
H 0.247 2.415 -2.797 -0.5 0.5 0.5
O -1.879 -2.231 -1.800 -0.1 0.3 -0.7
H -2.597 -2.550 -1.253 -0.3 0.0 0.3
H -1.094 -2.365 -1.268 0.3 0.1 0.1
O 3.617 1.647 -0.589 0.0 0.2 0.3
H 3.592 0.739 -0.889 -0.2 -0.2 -0.1
H 3.614 2.166 -1.393 0.0 0.2 -0.3
O 1.547 -4.304 -1.928 0.2 -0.2 -0.4
H 0.910 -3.655 -1.628 -0.1 0.2 0.1
H 1.908 -4.676 -1.123 0.1 -0.1 0.1
O -2.962 1.077 1.185 -0.2 0.1 0.9
H -2.794 1.044 0.243 0.4 0.0 -0.8
H -3.863 0.769 1.279 -0.3 -0.1 0.2
O -2.395 -1.787 1.000 -0.5 -0.6 -0.1
H -2.148 -0.879 1.177 0.0 0.5 0.2
H -1.565 -2.233 0.832 0.2 0.4 0.3
O 0.142 -2.810 0.133 -0.1 -0.1 -0.1
H 0.921 -2.878 0.686 0.4 0.3 0.2
H -0.421 -3.528 0.421 0.0 -0.6 0.1
O 0.824 2.105 3.052 0.1 0.0 0.3
H 1.602 1.842 3.543 0.4 -0.2 0.1
H 0.437 2.808 3.574 -0.1 0.5 0.1
O -1.344 0.449 3.421 -0.1 -0.5 0.6
H -0.625 1.079 3.460 0.3 -0.1 -0.2
H -1.864 0.724 2.666 -0.4 0.2 -0.4
O 3.683 -1.638 0.923 -0.3 0.1 0.1
H 3.717 -2.573 1.125 0.2 -0.2 0.1
H 4.110 -1.562 0.069 0.2 0.0 -0.2
O -1.033 3.072 -1.460 -0.1 0.6 -0.6
H -0.417 2.918 -0.744 0.6 0.1 0.7
H -1.526 2.255 -1.532 0.0 -0.3 0.0
```
Positions in Å, forces in eV/Å.

## Properties
ΔE to the lowest compared entry with this formula, charge and spin: 1.1647 eV
net charge: 0
HOMO: -10.432 eV